Here is a structure of composition C6H76NO32 in a non-equilibrium geometry from OMol25. Energies are from ωB97M-V with the def2-TZVPD basis set.

Geometry (Å):
H (51.719, 24.824, 58.775)
H (54.055, 21.330, 54.129)
H (53.296, 27.752, 54.556)
O (55.714, 27.667, 59.889)
H (57.788, 17.514, 52.673)
H (54.806, 14.607, 56.429)
H (53.669, 26.243, 58.714)
H (55.960, 24.236, 59.155)
O (51.021, 29.631, 57.421)
H (56.916, 30.347, 58.480)
O (52.100, 16.070, 51.458)
H (52.211, 22.037, 59.703)
H (51.091, 30.401, 57.982)
H (54.531, 16.516, 56.835)
O (56.892, 23.397, 53.313)
H (58.310, 17.707, 57.535)
H (56.961, 27.989, 57.045)
C (54.582, 24.594, 56.757)
C (54.416, 23.677, 55.542)
O (55.060, 21.571, 51.036)
H (57.080, 22.761, 52.620)
H (57.115, 21.590, 57.635)
O (50.869, 25.161, 58.455)
H (53.347, 21.761, 57.637)
H (52.993, 16.369, 51.127)
H (51.779, 24.027, 53.364)
N (55.012, 22.407, 55.777)
O (58.346, 18.615, 57.080)
H (54.669, 18.850, 58.884)
O (53.231, 26.948, 54.174)
H (51.966, 27.305, 60.668)
H (56.114, 29.079, 58.328)
H (51.525, 21.577, 51.312)
H (54.728, 19.802, 55.841)
H (52.700, 30.499, 59.617)
O (55.306, 15.151, 55.929)
H (53.743, 22.787, 59.338)
H (54.815, 15.555, 55.263)
H (57.942, 24.367, 56.852)
H (53.105, 26.451, 54.973)
H (53.431, 19.082, 53.736)
O (53.623, 21.205, 56.984)
H (51.360, 16.536, 50.762)
O (56.537, 29.691, 57.731)
H (55.347, 22.270, 50.337)
H (54.654, 27.260, 57.412)
O (51.218, 23.518, 56.985)
O (53.451, 24.116, 52.147)
H (51.007, 26.104, 58.877)
H (56.444, 28.039, 60.355)
O (56.787, 22.232, 57.032)
H (53.191, 16.678, 57.632)
H (56.700, 24.801, 53.134)
O (57.739, 17.459, 53.606)
H (52.281, 29.191, 56.068)
H (50.942, 23.880, 56.175)
H (50.864, 23.050, 53.549)
O (56.369, 25.103, 58.806)
C (53.607, 26.732, 57.580)
H (57.585, 25.724, 57.122)
O (55.892, 25.428, 52.949)
H (53.458, 23.511, 55.357)
H (53.464, 29.685, 55.589)
O (50.991, 23.975, 53.801)
O (51.887, 30.372, 59.335)
H (53.044, 21.243, 51.357)
H (56.796, 17.643, 54.094)
O (52.726, 22.804, 59.399)
H (53.700, 23.449, 51.488)
O (53.818, 17.157, 57.093)
O (57.931, 24.952, 57.542)
H (55.886, 26.758, 59.738)
O (55.081, 15.542, 52.666)
H (58.033, 19.469, 57.578)
H (55.832, 22.447, 56.118)
O (54.909, 19.007, 57.952)
H (57.584, 23.234, 54.024)
H (50.473, 27.510, 60.403)
H (54.354, 24.053, 57.610)
H (56.562, 19.900, 58.138)
H (57.167, 25.137, 58.391)
H (55.636, 25.052, 56.877)
H (51.765, 29.432, 59.335)
H (55.492, 14.800, 52.283)
H (54.148, 24.806, 52.278)
H (54.721, 24.309, 54.745)
H (56.350, 19.622, 55.525)
O (52.206, 21.161, 51.789)
C (55.445, 19.971, 55.109)
O (52.737, 29.459, 55.184)
H (57.709, 27.932, 55.675)
H (50.316, 29.866, 56.795)
H (57.567, 22.532, 56.499)
H (54.408, 15.115, 53.246)
O (57.744, 27.700, 56.628)
H (55.638, 21.955, 53.886)
H (54.024, 17.952, 54.478)
C (54.285, 18.536, 53.676)
H (53.978, 20.315, 57.229)
H (56.024, 25.832, 52.097)
O (51.354, 27.593, 60.013)
H (52.851, 27.519, 57.437)
H (54.390, 21.989, 56.593)
H (55.931, 21.384, 51.444)
H (54.432, 18.383, 57.399)
O (55.958, 22.380, 59.504)
O (53.580, 25.580, 56.674)
H (56.211, 21.527, 59.142)
H (58.636, 18.546, 56.108)
H (54.100, 18.013, 52.772)
H (56.003, 22.058, 60.468)
C (55.031, 21.428, 54.662)
O (57.474, 20.179, 57.979)
O (55.516, 19.122, 54.000)
H (51.063, 24.161, 57.576)

Atomic forces in eV per Å
0.049 -0.536 0.133
0.294 0.082 0.898
0.175 4.938 1.165
-1.349 1.986 -0.268
-0.982 0.264 -1.226
-2.742 -3.057 2.187
-0.405 1.697 -2.655
2.011 2.116 -1.169
-1.672 -0.782 -2.339
-1.068 -1.978 -2.939
-1.828 2.340 -3.199
1.154 0.168 -0.063
0.390 0.494 0.221
-0.532 0.350 0.257
2.598 -1.873 2.088
0.324 1.881 -1.318
-1.155 1.020 0.302
0.842 1.656 -1.059
2.385 2.734 0.718
1.871 1.959 -1.639
0.250 -0.030 -0.199
1.651 -2.021 1.051
0.725 5.176 4.164
-2.456 1.829 3.889
-1.480 -0.413 0.325
4.046 1.547 -1.953
-7.147 0.342 -5.972
4.278 -9.918 -5.577
-0.039 -0.142 -0.745
-0.099 -3.937 -2.034
0.781 -0.360 0.935
-0.767 -0.796 0.543
-1.005 0.877 -1.176
-1.477 -1.539 0.518
6.109 1.339 2.204
4.197 2.201 -0.365
-2.325 -0.904 0.879
-1.388 0.684 -1.964
0.172 -2.617 -2.233
-0.134 -1.329 0.438
-2.104 3.377 -0.222
-1.856 -4.885 -1.018
3.407 -1.959 2.965
1.163 3.204 2.930
-0.988 -1.788 1.536
-1.932 -0.927 0.526
1.853 -6.264 -3.240
0.012 0.238 0.000
-0.898 -1.980 -1.364
0.841 0.101 0.641
3.543 3.255 -0.631
-0.340 -0.117 0.177
-2.465 2.056 -1.075
-1.930 0.180 4.384
-0.179 0.676 -2.190
-0.451 0.546 -2.010
-0.912 -0.172 0.518
-10.225 -0.023 7.644
3.902 -1.967 1.709
0.242 2.125 -1.019
1.191 -0.100 0.546
-4.629 -0.495 -0.453
6.999 2.567 2.620
-3.049 -1.371 1.484
-4.775 0.339 -0.148
0.595 0.239 -0.616
3.187 -0.341 -3.132
1.584 0.780 -0.574
0.257 0.643 0.530
-0.117 -1.874 -1.253
6.516 1.106 -2.969
0.650 -2.097 -0.543
-1.715 0.825 1.597
-0.772 2.168 1.352
6.238 0.668 2.041
1.283 2.663 1.940
-1.072 0.033 -1.411
0.139 0.150 0.051
0.028 -1.297 2.206
0.341 -0.720 -0.507
2.272 -1.625 0.654
-1.929 -0.841 -0.469
-0.317 -1.068 0.156
1.084 -1.412 -0.917
-0.405 -0.979 -0.121
0.985 -0.183 -1.377
1.605 1.543 1.267
0.412 -1.209 1.868
0.520 1.784 -1.715
-6.708 -2.732 -0.295
-0.283 -0.053 1.074
0.260 -0.462 -0.012
-0.760 -0.789 1.063
0.465 0.552 -0.853
1.792 -1.721 -1.800
-0.218 -1.266 0.701
-0.259 -2.661 1.966
0.304 -0.637 -0.025
-0.269 0.866 1.149
0.273 0.549 -0.345
-0.945 0.201 -0.904
-0.248 -1.118 -0.166
1.750 0.250 -1.937
-0.922 -0.333 -0.140
-0.580 -1.070 0.120
-0.470 -1.506 3.084
-1.166 1.927 -0.263
0.289 -0.031 -0.758
-0.506 -0.311 1.970
1.281 -0.558 -1.033
-0.233 1.411 -1.567
0.569 0.529 -1.198
-3.400 5.453 4.574
-0.924 -0.218 -1.664
-1.133 2.707 2.067

Its spin multiplicity is 1. As for the charge: +1. As for the gap between HOMO and LUMO: 8.23 eV. Its energy above the lowest of the compared OMol25 structures with the same formula, charge and spin is 176.88 kcal/mol.



Here is the molecule C20H24N2O5S2 in a non-equilibrium geometry from OMol25. Energies are from ωB97M-V with the def2-TZVPD basis set.

Geometry (Å):
C (-4.017, 0.971, -2.107)
H (2.722, 3.054, -1.337)
S (2.893, 0.737, -1.640)
C (-0.746, 0.666, 0.743)
H (-0.544, -2.715, 0.574)
H (-3.987, 1.818, -2.795)
O (-5.179, -1.349, 1.797)
H (3.885, 3.397, 0.824)
C (6.192, -1.088, -0.197)
C (-2.347, -1.594, 0.866)
H (1.470, 1.626, 2.834)
C (5.333, -0.224, -0.849)
C (-0.985, -1.737, 0.674)
H (-2.992, -2.456, 0.941)
H (5.731, 0.579, -1.452)
H (4.433, 1.702, 0.826)
C (-5.164, 1.128, -1.103)
C (-2.107, 0.798, 0.932)
H (-6.367, -1.278, -1.661)
S (-4.671, -0.155, 1.190)
H (7.259, -0.944, -0.278)
H (-3.304, -1.489, -1.601)
H (2.671, 2.943, 2.900)
H (-3.055, 0.899, -1.575)
H (3.896, -3.161, 1.159)
C (5.681, -2.148, 0.536)
C (-4.260, -1.348, -2.128)
C (3.488, 2.352, -1.010)
C (3.433, -1.444, -0.005)
H (1.661, 0.244, 0.449)
H (-4.976, 1.940, -0.401)
H (-0.112, 1.539, 0.694)
H (4.438, 2.604, -1.479)
H (-4.410, -2.170, -2.830)
C (3.624, 2.377, 0.502)
C (4.314, -2.329, 0.613)
C (3.957, -0.385, -0.747)
H (6.347, -2.836, 1.033)
C (-2.901, -0.334, 0.986)
H (-2.568, 1.765, 1.054)
C (-0.174, -0.604, 0.607)
O (1.568, -2.893, 0.083)
O (-4.923, 1.114, 1.809)
N (1.201, -0.663, 0.426)
C (1.972, -1.752, 0.148)
O (2.406, 1.978, 1.088)
H (-6.095, 1.327, -1.646)
H (-5.395, -2.124, -0.431)
C (2.452, 1.949, 2.495)
H (3.214, 1.245, 2.849)
O (-4.203, -0.174, -2.911)
N (-5.345, -0.076, -0.328)
C (-5.414, -1.281, -1.120)

Atomic forces in eV per Å
-0.090 0.196 0.170
0.040 0.085 -0.036
0.252 0.240 -0.191
-0.035 -0.063 -0.032
-0.007 0.001 0.019
0.033 0.018 0.115
0.228 -0.191 -0.194
-0.030 -0.104 -0.008
0.030 0.071 -0.039
-0.002 0.048 0.061
0.023 -0.001 0.085
0.113 -0.102 0.068
-0.001 -0.161 -0.052
-0.005 -0.167 0.010
0.025 0.060 -0.076
-0.115 0.131 -0.036
0.336 0.431 -0.340
0.045 0.057 0.061
0.058 -0.033 0.074
-0.211 0.052 -0.178
0.096 0.002 -0.004
-0.111 -0.017 -0.105
-0.029 -0.023 0.015
-0.099 0.043 -0.101
-0.029 -0.084 0.031
-0.052 -0.029 0.029
-0.122 -0.177 0.166
-0.074 -0.508 0.179
0.326 -0.013 -0.106
0.055 -0.201 -0.033
-0.056 0.154 -0.184
0.076 0.113 -0.008
-0.019 0.109 0.039
0.030 -0.027 0.116
0.226 0.117 -0.086
-0.051 -0.034 0.012
-0.297 0.243 -0.159
0.048 -0.066 0.052
-0.745 0.065 0.203
0.034 0.160 0.018
-0.344 -0.152 0.013
-0.041 -0.204 -0.017
0.258 0.115 -0.195
0.060 0.148 0.240
-0.061 0.276 0.127
-0.115 0.037 -0.312
0.062 0.019 0.074
-0.087 -0.139 -0.184
0.068 -0.004 0.203
-0.040 0.010 0.003
-0.124 0.012 -0.188
0.237 -0.031 1.031
0.234 -0.482 -0.350

Its spin multiplicity is 1. As for the charge: 0. As for the gap between HOMO and LUMO: 8.75 eV. As for the SMILES: COCCSc1ccccc1C(=O)Nc1ccc(S(=O)(=O)N2CCOCC2)cc1. Its energy above the lowest of the compared OMol25 structures with the same formula, charge and spin is 21.33 kcal/mol.



Here is a structure of composition C36H35CrN7 from OMol25. Energies are from ωB97M-V with the def2-TZVPD basis set.

Geometry (Å):
C (0.313, 3.972, -0.612)
H (-0.624, -0.366, 5.141)
H (-2.990, -3.063, -3.856)
C (1.293, -0.070, 2.339)
H (3.618, -0.191, 4.826)
H (-3.689, -4.826, 0.002)
C (-1.398, 0.580, -3.895)
H (-0.990, 4.446, 1.699)
N (-1.161, -0.047, 2.624)
H (-2.405, 2.372, -4.523)
Cr (-0.139, -0.871, -0.128)
C (-1.419, 1.703, -1.327)
H (0.708, -0.086, 7.177)
H (-0.440, -1.084, -2.997)
H (0.692, -3.588, -1.832)
C (1.511, -2.889, -1.847)
H (5.756, 2.528, -2.543)
H (4.424, -1.507, -2.283)
H (3.958, 3.606, 0.508)
H (-1.370, 0.138, -4.884)
H (1.741, -1.491, 6.933)
H (-3.272, -0.709, 0.358)
H (-2.223, 0.793, 4.245)
C (2.238, 0.683, 0.275)
C (2.782, -3.027, -2.395)
H (5.665, 3.760, -1.284)
N (1.246, -0.051, 0.944)
C (2.531, -0.100, 3.003)
C (2.634, -0.177, 4.373)
C (-3.528, -3.771, -3.240)
H (0.707, 4.024, 1.985)
H (3.429, -0.058, 2.401)
C (-0.863, -0.104, -2.812)
H (1.247, 4.417, -0.273)
N (-0.152, 3.005, 0.369)
N (2.552, -1.062, -1.426)
H (-4.387, 0.336, 2.640)
C (3.630, 2.663, 0.084)
C (0.273, -0.255, 4.545)
C (2.806, 0.250, -0.924)
H (4.056, 0.692, -2.606)
C (-2.803, -0.432, 1.288)
C (1.498, -0.270, 5.180)
H (4.521, 3.780, -2.622)
C (-1.442, 2.446, -0.009)
H (-0.566, 2.875, 2.417)
H (2.456, 0.110, 7.069)
C (-2.242, -3.029, -1.308)
C (0.163, -0.122, 3.159)
H (2.294, 2.265, 1.702)
C (-4.508, -4.587, -3.778)
H (3.191, -3.875, -2.916)
C (-4.904, -5.574, -1.607)
C (-0.859, 0.427, -1.516)
C (2.695, 1.912, 0.762)
C (-3.246, -3.873, -1.878)
H (-0.418, 4.782, -0.772)
C (-3.928, -4.767, -1.052)
N (-1.475, -0.521, 1.403)
H (-4.742, -4.523, -4.831)
C (-1.976, 2.367, -2.422)
C (3.696, 1.041, -1.645)
C (4.130, 2.258, -1.154)
C (1.605, -0.440, 6.670)
C (-2.274, 0.357, 3.263)
C (-5.190, -5.481, -2.963)
C (3.419, -1.843, -2.097)
C (-3.353, 0.118, 2.440)
N (-1.440, -2.353, -0.850)
H (-5.957, -6.115, -3.391)
C (-1.970, 1.824, -3.697)
H (-2.193, 3.253, -0.093)
H (-2.415, 3.345, -2.264)
C (-0.259, 3.620, 1.679)
H (-5.443, -6.275, -0.984)
N (1.378, -1.696, -1.266)
H (-1.777, 1.807, 0.806)
H (0.502, 3.481, -1.567)
C (5.071, 3.126, -1.942)

Atomic forces in eV per Å
0.010 -0.041 -0.004
-0.010 0.011 -0.030
0.001 0.003 0.010
0.100 0.045 0.045
-0.020 -0.005 0.009
0.000 0.006 -0.002
0.013 -0.040 -0.002
-0.004 -0.011 0.001
0.074 0.026 -0.109
0.012 -0.002 0.005
0.246 0.012 0.276
0.029 -0.044 -0.022
0.003 -0.009 -0.012
0.047 -0.025 -0.011
0.016 0.015 -0.022
-0.075 -0.043 0.005
-0.011 0.001 -0.002
-0.014 -0.038 -0.019
0.000 -0.015 -0.012
-0.001 0.005 0.016
0.005 0.013 -0.002
-0.033 -0.014 0.039
0.000 -0.007 -0.006
0.097 -0.059 0.015
0.033 -0.017 0.010
-0.009 -0.006 0.003
-0.163 0.093 -0.190
0.011 -0.052 -0.002
0.006 -0.010 -0.001
-0.041 -0.030 -0.018
0.021 0.004 -0.014
-0.015 -0.022 0.037
-0.001 0.058 0.011
0.024 -0.004 0.030
0.001 0.029 0.014
0.019 -0.062 -0.030
0.017 -0.001 0.001
-0.053 0.058 0.032
0.030 0.021 0.024
-0.021 -0.002 -0.036
-0.010 0.009 0.014
0.086 0.082 -0.047
0.002 -0.005 -0.009
-0.001 -0.003 0.012
-0.038 -0.001 -0.053
0.006 0.003 -0.010
-0.002 0.001 -0.016
-0.189 -0.227 -0.070
-0.116 -0.025 0.042
0.006 0.024 -0.032
0.015 0.021 -0.007
-0.015 0.012 0.015
0.015 0.012 0.020
-0.081 0.064 0.054
-0.017 0.055 -0.022
0.048 0.061 0.084
0.014 0.007 0.002
-0.028 -0.045 -0.065
-0.035 -0.236 -0.093
0.003 0.000 0.010
0.023 -0.001 0.003
0.024 0.008 0.013
0.002 -0.008 -0.033
-0.001 -0.002 0.020
0.006 0.004 0.047
-0.026 -0.021 -0.012
0.011 0.059 0.048
-0.033 0.028 -0.036
0.070 0.121 0.042
0.009 0.005 0.003
-0.023 0.024 0.006
-0.021 0.009 0.010
-0.001 0.003 -0.005
0.001 -0.009 0.012
0.007 0.010 -0.008
-0.090 0.163 0.023
0.041 -0.048 -0.009
-0.019 0.010 0.014
0.016 0.001 -0.003

Its spin multiplicity is 4. As for the charge: +1. As for the gap between HOMO and LUMO (spin up / spin down): 6.77 / 6.90 eV. Its energy above the lowest of the compared OMol25 structures with the same formula, charge and spin is 21.74 kcal/mol.



Here is a cluster of 2 separate species, C4H7N3 in total from OMol25. Energies are from ωB97M-V with the def2-TZVPD basis set.

Geometry (Å):
H (-2.237, 1.346, 1.318)
H (-3.490, 0.874, 0.131)
H (3.494, 0.522, -0.232)
C (-2.422, 0.864, 0.356)
N (2.612, 0.083, -0.009)
C (0.657, -0.839, 0.040)
H (1.542, 0.040, -1.845)
H (-0.810, -1.232, -1.305)
H (-1.875, 1.391, -0.431)
C (-0.588, -1.463, -0.243)
C (1.578, -0.197, -0.791)
N (2.384, -0.331, 1.282)
N (1.239, -0.877, 1.306)
H (-2.084, -0.181, 0.422)

Atomic forces in eV per Å
-0.032 -0.037 -0.137
0.138 0.032 0.029
-0.134 -0.042 0.015
0.006 -0.020 0.008
0.037 0.068 -0.181
-0.201 -0.126 -0.079
0.008 -0.029 0.161
0.022 -0.059 0.115
-0.086 -0.074 0.117
0.346 0.118 -0.133
0.062 0.012 0.071
-0.264 -0.114 -0.029
0.228 0.062 0.026
-0.131 0.207 0.018

Its spin multiplicity is 1. As for the charge: 0. As for the gap between HOMO and LUMO: 7.95 eV. Its energy above the lowest of the compared OMol25 structures with the same formula, charge and spin is 106.51 kcal/mol.